Version one
Formula: C2H3N2OP
Source: OMol25
Level of theory: ωB97M-V with the def2-TZVPD basis set

XYZ file:
```
9
Properties=species:S:1:pos:R:3
N -0.1470 -0.1671 -0.8956
N -0.2605 0.1734 0.3995
C 0.3298 0.6463 1.3931
P 2.0534 1.2767 2.3274
C 2.6002 1.6793 0.8451
O 2.9195 1.9611 -0.2404
H -0.8969 -0.7890 -1.1591
H 0.7732 -0.3537 -1.2854
H -0.3436 0.7820 2.2318
```

Its molar mass is 102.0 g/mol. The calculation puts the frontier orbital gap at 0.324 hartree. As for the net charge: 0. As for the spin multiplicity: 1. Its structure (SMILES) is N/N=C\P=C=O. As for the HOMO energy: -8.53 eV.


Version two
Formula: C2H3N2OP
Source: OMol25
Level of theory: ωB97M-V with the def2-TZVPD basis set

XYZ file:
```
9
Properties=species:S:1:pos:R:3
C 1.6510 0.5979 -0.3046
C -0.2293 -0.3078 -0.1081
N 1.8266 -0.4648 0.4037
N 0.6247 -1.0505 0.5284
O 0.3738 0.7600 -0.6784
P -1.9696 -0.6641 -0.3819
H 2.3926 1.3190 -0.5776
H -2.5665 1.0858 0.2491
H -2.1034 -1.2755 0.8694
```

Its molar mass is 102.0 g/mol. The calculation puts the frontier orbital gap at 0.343 hartree. As for the net charge: 0. As for the spin multiplicity: 1. As for the HOMO energy: -9.69 eV.


Which structure is most stable? version two, by 31.7 kJ/mol over the runner-up.


Version one
Formula: C2H2I2NO
Source: OMol25
Level of theory: ωB97M-V with the def2-TZVPD basis set

XYZ file:
```
8
Properties=species:S:1:pos:R:3
C -0.6361 0.2847 -0.5571
C -0.1860 -0.8581 0.2697
N -1.5554 -0.3290 0.1669
O -2.7234 -0.6005 0.2706
I 2.2852 5.0350 1.8496
I 0.5046 -2.7231 -0.7518
H -0.4471 0.7541 -1.5015
H 0.2784 -0.8332 1.2481
```

Its molar mass is 309.9 g/mol. The calculation puts the frontier orbital gap at 0.188 hartree. As for the net charge: -1. As for the spin multiplicity: 1. As for the HOMO energy: -3.36 eV.


Version two
Formula: C2H2I2NO
Source: OMol25
Level of theory: ωB97M-V with the def2-TZVPD basis set

XYZ file:
```
8
Properties=species:S:1:pos:R:3
C 0.2178 0.4898 0.5737
C 0.9094 -0.1634 -0.5318
N 0.6014 1.2281 -0.4229
O 0.7710 2.3147 -0.9710
I -5.7526 -0.3236 -0.1874
I 2.9747 -0.8489 -0.2630
H -0.5001 0.4426 1.3492
H 0.4482 -0.7761 -1.2905
```

Its molar mass is 309.9 g/mol. The calculation puts the frontier orbital gap at 0.196 hartree. As for the net charge: -1. As for the spin multiplicity: 1. As for the HOMO energy: -3.40 eV.


Which structure is most stable? version two, by 26.9 kJ/mol over the runner-up.


Version one
Formula: C4H8NOS
Source: OMol25
Level of theory: ωB97M-V with the def2-TZVPD basis set

XYZ file:
```
15
Properties=species:S:1:pos:R:3
O -1.9306 -1.1463 0.0241
C -1.4207 0.1169 0.1641
N -0.0738 0.0993 -0.4722
C 0.7231 1.2920 -0.1076
C 1.9847 1.0280 0.1347
S 2.4599 -0.7359 0.0734
C 0.6554 -1.1183 -0.0111
H -2.8337 -1.2184 -0.0162
H -1.3516 0.3074 1.1462
H -1.9957 0.8941 -0.2624
H -0.2100 -0.1036 -1.5552
H 0.3927 2.3220 0.0087
H 2.8120 1.7239 0.4535
H 0.2488 -1.4520 0.9976
H 0.5394 -2.0090 -0.5778
```

Its molar mass is 118.2 g/mol. The calculation puts the frontier orbital gap at 0.368 hartree. As for the net charge: +1. As for the spin multiplicity: 1. Its structure (SMILES) is OC[N@H+]1C=CSC1. As for the HOMO energy: -13.32 eV.


Version two
Formula: C4H8NOS
Source: OMol25
Level of theory: ωB97M-V with the def2-TZVPD basis set

XYZ file:
```
15
Properties=species:S:1:pos:R:3
C -1.1927 -1.1402 0.1180
C 0.3240 0.6037 -0.9474
C -0.5926 1.4319 0.0599
C 1.4768 -0.9094 0.5486
N 0.4169 -0.7311 -0.4191
O -2.1739 -0.6436 -0.7241
S -1.9966 0.4026 0.6286
H -1.2888 -2.1615 0.4636
H -0.2543 0.6022 -1.8681
H 1.3372 1.1084 -0.9439
H -0.2622 2.0162 0.9172
H -1.1471 2.1498 -0.5517
H 2.1932 -0.1427 0.5062
H 1.9980 -1.8265 0.5860
H 1.1621 -0.7599 1.6262
```

Its molar mass is 118.2 g/mol. The calculation puts the frontier orbital gap at 0.302 hartree. As for the net charge: +1. As for the spin multiplicity: 1. As for the HOMO energy: -13.84 eV.


Version three
Formula: C4H8NOS
Source: OMol25
Level of theory: ωB97M-V with the def2-TZVPD basis set

XYZ file:
```
15
Properties=species:S:1:pos:R:3
C -0.4672 1.5208 0.5976
C 0.1570 0.6578 -0.3943
N -0.5933 -0.6857 -0.8262
C -0.1886 -1.5191 0.2836
O 1.1977 -1.3778 0.4772
C 1.4219 -0.1106 0.0750
S 2.9183 0.3830 -0.1695
H -0.3151 1.0749 1.5468
H -1.5053 1.7344 0.6690
H 0.0374 2.4495 0.4898
H 0.3672 1.2612 -1.2920
H -0.1689 -0.9418 -1.6596
H -1.6111 -0.6602 -1.0149
H -0.8380 -1.2389 1.1390
H -0.4119 -2.5475 0.0786
```

Its molar mass is 118.2 g/mol. The calculation puts the frontier orbital gap at 0.332 hartree. As for the net charge: +1. As for the spin multiplicity: 1. Its structure (SMILES) is C[C@@H]1[NH2+]COC1=S. As for the HOMO energy: -13.19 eV.


Version four
Formula: C4H8NOS
Source: OMol25
Level of theory: ωB97M-V with the def2-TZVPD basis set

XYZ file:
```
15
Properties=species:S:1:pos:R:3
C -0.8645 -0.5564 -1.4634
C -0.4826 0.5832 -0.5027
N 0.6450 0.2687 0.5636
C 0.0581 0.7637 1.8472
O -1.3057 1.1322 1.6611
C -1.6570 0.9351 0.3662
S -3.2212 0.8552 0.1321
H -1.0618 -1.4819 -0.9199
H -0.2061 -0.6358 -2.3816
H -1.7845 -0.0229 -1.7701
H -0.1126 1.4142 -1.1632
H 1.4993 0.7103 0.3469
H 0.8042 -0.7214 0.6301
H 0.0971 -0.1071 2.5148
H 0.6338 1.6471 2.2634
```

Its molar mass is 118.2 g/mol. The calculation puts the frontier orbital gap at 0.331 hartree. As for the net charge: +1. As for the spin multiplicity: 1. Its structure (SMILES) is C[C@@H]1[NH2+]COC1=S. As for the HOMO energy: -13.16 eV.


Which structure is most stable? version four, by 23.9 kJ/mol over the runner-up.


Version one
Formula: C6H11NO
Source: OMol25
Level of theory: ωB97M-V with the def2-TZVPD basis set

XYZ file:
```
19
Properties=species:S:1:pos:R:3
C -1.9496 -1.0668 0.5388
C -0.9342 -0.1650 0.7222
C 0.4936 -0.7310 0.7862
C 0.8626 -1.8314 -0.1851
O 1.2854 -0.3094 1.6078
H -2.9428 -0.7715 0.2318
H -1.7965 -2.1299 0.4430
H -1.0270 0.5716 1.5216
H 0.3830 -1.6847 -1.1517
H 1.9438 -1.8457 -0.3174
H 0.5381 -2.7936 0.2103
C -0.6723 1.1607 -0.9262
C 0.6946 1.4103 -0.8549
N 1.2634 2.2214 0.0820
H -1.3709 1.9256 -0.6036
H -1.0111 0.6181 -1.7973
H 1.3881 0.9557 -1.5497
H 0.6634 2.4981 0.8453
H 2.1884 1.9674 0.3970
```

Its molar mass is 113.2 g/mol. The calculation puts the frontier orbital gap (alpha / beta) at 0.284 / 0.284 hartree. As for the net charge: 0. As for the spin multiplicity: 1. Its structure (SMILES) is C=CC(C)=O.C=CN. As for the HOMO energy (alpha / beta): -7.11 / -7.12 eV.


Version two
Formula: C6H11NO
Source: OMol25
Level of theory: ωB97M-V with the def2-TZVPD basis set

XYZ file:
```
19
Properties=species:S:1:pos:R:3
H -1.0186 3.5511 -0.3223
N -0.9384 2.7847 0.3440
C -0.3526 1.7583 -0.0965
C 0.2588 1.7070 -1.4607
O -0.3009 1.9960 -2.4822
C -0.1717 0.5514 0.7810
C 0.0067 -0.7633 -0.0026
C -1.0627 -1.7795 0.3845
C 1.4006 -1.3428 0.2265
H 1.3434 1.4595 -1.4470
H 0.7099 0.7344 1.4015
H -1.0250 0.5028 1.4557
H -0.1092 -0.5615 -1.0752
H -0.9949 -2.0128 1.4438
H -2.0571 -1.3917 0.1771
H -0.9333 -2.7030 -0.1755
H 1.5426 -1.5811 1.2732
H 2.1747 -0.6424 -0.0803
H 1.5276 -2.2670 -0.3450
```

Its molar mass is 113.2 g/mol. The calculation puts the frontier orbital gap at 0.372 hartree. As for the net charge: 0. As for the spin multiplicity: 1. Its structure (SMILES) is [H]/N=C(\C=O)CC(C)C. As for the HOMO energy: -9.68 eV.


Version three
Formula: C6H11NO
Source: OMol25
Level of theory: ωB97M-V with the def2-TZVPD basis set

XYZ file:
```
19
Properties=species:S:1:pos:R:3
C -2.1778 0.5769 -0.5807
C -1.4113 0.0401 0.5893
C 0.1395 -1.2588 -0.1310
N -2.0060 -0.2964 1.6600
O -0.0404 -1.5422 -1.3103
H -1.3738 -0.6662 2.3747
H -0.0073 -1.9155 0.7309
H -1.5985 0.5187 -1.5024
H -2.4320 1.6257 -0.4009
H -3.1009 0.0097 -0.7117
C 2.2500 0.0668 -0.9237
C 1.3830 -0.2261 0.2840
C 0.3895 0.7461 0.7015
H 1.9423 -0.6596 1.1124
H 2.9862 -0.7290 -1.0610
H 1.6786 0.1327 -1.8499
H 2.7868 1.0121 -0.8069
H 0.2753 1.6157 0.0597
H 0.3169 0.9494 1.7659
```

Its molar mass is 113.2 g/mol. The calculation puts the frontier orbital gap at 0.313 hartree. As for the net charge: 0. As for the spin multiplicity: 1. As for the HOMO energy: -8.62 eV.


Which structure is most stable? version two, by 222.3 kJ/mol over the runner-up.


Version one
Formula: C2H3NO
Source: OMol25
Level of theory: ωB97M-V with the def2-TZVPD basis set

XYZ file:
```
7
Properties=species:S:1:pos:R:3
O -1.2782 0.2760 0.0155
C 0.1257 -0.8016 -0.0586
C 1.2362 0.0809 -0.0853
N 2.1471 0.7996 0.0067
H -0.9445 1.1812 0.1616
H -0.1023 -1.2590 -1.0183
H -1.2560 -0.1874 0.8966
```

Its molar mass is 57.1 g/mol. The calculation puts the frontier orbital gap at 0.326 hartree. As for the net charge: 0. As for the spin multiplicity: 1. As for the HOMO energy: -8.98 eV.


Version two
Formula: C2H3NO
Source: OMol25
Level of theory: ωB97M-V with the def2-TZVPD basis set

XYZ file:
```
7
Properties=species:S:1:pos:R:3
N 1.9270 0.7484 -0.0138
C 1.1916 -0.1410 0.0616
C -0.2122 -0.5509 0.0568
O -0.5907 0.9157 -0.1210
H -0.4100 -1.2872 -0.7557
H -0.4752 -1.0831 0.9996
H -1.4306 1.3981 -0.2275
```

Its molar mass is 57.1 g/mol. The calculation puts the frontier orbital gap at 0.443 hartree. As for the net charge: 0. As for the spin multiplicity: 1. Its structure (SMILES) is N#CCO. As for the HOMO energy: -11.40 eV.


Which structure is most stable? version two, by 147.0 kJ/mol over the runner-up.


Version one
Formula: C2H3NO
Source: OMol25
Level of theory: ωB97M-V with the def2-TZVPD basis set

XYZ file:
```
7
Properties=species:S:1:pos:R:3
N 1.9441 0.7299 -0.0140
C 1.1959 -0.1480 0.0665
C -0.2125 -0.5448 0.0617
O -0.5794 0.9100 -0.1444
H -0.4174 -1.2800 -0.7490
H -0.4828 -1.0660 1.0089
H -1.4279 1.3813 -0.2037
```

Its molar mass is 57.1 g/mol. The calculation puts the frontier orbital gap at 0.443 hartree. As for the net charge: 0. As for the spin multiplicity: 1. Its structure (SMILES) is N#CCO. As for the HOMO energy: -11.41 eV.


Version two
Formula: C2H3NO
Source: OMol25
Level of theory: ωB97M-V with the def2-TZVPD basis set

XYZ file:
```
7
Properties=species:S:1:pos:R:3
C -1.3190 -0.3232 1.5471
C -0.1488 -0.4903 1.1483
N 0.5646 0.2502 -1.6309
O 0.8514 -0.7130 0.5157
H -2.1398 0.1451 2.0299
H 1.3870 -0.1535 -2.0880
H 0.8046 1.2847 -1.5222
```

Its molar mass is 57.1 g/mol. The calculation puts the frontier orbital gap (alpha / beta) at 0.211 / 0.210 hartree. As for the net charge: 0. As for the spin multiplicity: 1. As for the HOMO energy (alpha / beta): -8.94 / -8.95 eV.


Which structure is most stable? version one, by 432.4 kJ/mol over the runner-up.